[1]
# C8H9N3

The molecule C8H9N3 (the ωB97M-V functional and the def2-TZVPD basis, the OMol25 dataset).

Kohn-Sham gap = 8.69 eV
relative energy (zero: lowest compared OMol25 entry of this formula, charge and spin) = 32.22 kcal per mole
strongest force on any atom = 3.63 eV/A
total charge = 0
SMILES = Cc1cn2nccc2nc1C
multiplicity = 1
HOMO = -8.375 eV

Last column: natural (NBO) charge in e.
Element x y z (Å)
C (2.12892, 1.25597, 0.68410)  -0.63
C (0.97458, 0.46111, 0.32795)  -0.13
C (0.82900, -0.82905, 0.86065)  0.07
C (-1.85055, -2.99000, 0.30359)  -0.02
C (-2.35230, -1.87624, -0.37167)  -0.37
C (-1.30501, -0.96139, -0.34606)  0.30
C (0.00882, 0.92286, -0.63040)  0.26
C (0.09621, 2.40548, -1.15725)  -0.64
H (2.80725, 0.66016, 1.34539)  0.22
H (2.74680, 1.60405, -0.15573)  0.23
H (1.81908, 2.25602, 1.11551)  0.22
H (1.49820, -1.26810, 1.57017)  0.23
H (-2.45129, -3.93945, 0.31301)  0.21
H (-3.41152, -1.85694, -0.64155)  0.24
H (1.18321, 2.66484, -1.55296)  0.22
H (-0.68508, 2.60312, -1.85296)  0.24
H (-0.04258, 3.00409, -0.17510)  0.22
N (-0.26219, -1.57852, 0.43705)  -0.16
N (-0.55044, -2.86834, 0.71895)  -0.29
N (-1.18110, 0.33033, -0.79267)  -0.42

***

[2]
# C4H10O2

A cluster of 2 separate species, C4H10O2 in total (the ωB97M-V functional and the def2-TZVPD basis, the OMol25 dataset).

Kohn-Sham gap = 10.58 eV
relative energy (zero: lowest compared OMol25 entry of this formula, charge and spin) = 21.63 kcal per mole
strongest force on any atom = 2.01 eV/A
total charge = 0
SMILES = CCCC=O.O
multiplicity = 1
HOMO = -9.785 eV

Last column: natural (NBO) charge in e.
Element x y z (Å)
O (2.63320, 1.54732, 0.44219)  -0.53
C (2.06152, 1.62165, -0.61183)  0.45
C (0.71941, 0.99734, -0.91227)  -0.51
C (0.53881, -0.36624, -0.23338)  -0.40
C (-0.71493, -1.07312, -0.68887)  -0.61
H (2.51262, 2.21872, -1.43363)  0.10
H (0.03011, 1.76455, -0.53614)  0.23
H (0.60473, 0.89516, -1.98743)  0.21
H (1.40593, -0.92604, -0.61264)  0.20
H (0.67387, -0.30331, 0.82429)  0.22
H (-0.91467, -1.99186, -0.13823)  0.21
H (-0.74366, -1.38805, -1.73242)  0.21
H (-1.58231, -0.42694, -0.56567)  0.21
H (-2.87023, -0.77730, 3.38621)  0.47
H (-1.71161, -1.00299, 2.34912)  0.47
O (-2.64279, -0.78889, 2.45072)  -0.95

***

[3]
# C7H8

A structure of composition C7H8 (the ωB97M-V functional and the def2-TZVPD basis, the OMol25 dataset).

Kohn-Sham gap = 8.84 eV
relative energy (zero: lowest compared OMol25 entry of this formula, charge and spin) = 177.35 kcal per mole
strongest force on any atom = 6.97 eV/A
total charge = 0
multiplicity = 1
HOMO = -8.205 eV

Last column: natural (NBO) charge in e.
Element x y z (Å)
C (-0.92221, -0.92256, 0.83710)  -0.44
C (-1.97493, 0.09472, 0.22504)  -0.18
C (-1.44550, -0.03746, -1.17373)  -0.29
C (0.88597, 0.31243, -0.58832)  -0.23
C (-0.17034, -0.72141, -0.50567)  0.06
C (-0.56922, 1.07178, -0.72283)  -0.04
C (1.95563, 0.52528, 0.41706)  -0.63
H (-0.29031, -0.62804, 1.61294)  0.19
H (-1.26634, -1.96120, 1.02756)  0.20
H (-2.50553, 0.71576, 0.78915)  0.21
H (-1.82594, -0.33450, -2.12038)  0.22
H (1.36968, 0.40975, -1.67352)  0.24
H (1.63451, 0.09504, 1.42077)  0.22
H (2.38943, 1.53536, 0.51235)  0.24
H (2.73510, -0.15496, -0.05752)  0.23

***

[4]
# C23H44NP3SSc

A structure of composition C23H44NP3SSc (the ωB97M-V functional and the def2-TZVPD basis, the OMol25 dataset).

Kohn-Sham gap = 7.27 eV
relative energy (zero: lowest compared OMol25 entry of this formula, charge and spin) = 0.00 kcal per mole
strongest force on any atom = 3.09 eV/A
total charge = +3
multiplicity = 1
HOMO = -17.304 eV

Last column: Löwdin charge in e.
Element x y z (Å)
Sc (0.07875, 0.15984, -0.38077)  0.34
P (1.34815, -1.77055, 1.14161)  0.77
P (2.30709, 0.80434, -1.29685)  0.71
P (0.03254, -2.11114, -2.12772)  0.75
H (-2.73710, 1.07100, 3.79928)  0.05
C (-3.38027, 0.64368, 3.06478)  -0.03
C (-3.05111, -0.54967, 2.57500)  -0.08
H (-2.24978, -1.18726, 2.97667)  0.05
C (1.92528, -1.42116, 2.83351)  -0.25
C (2.87688, -2.54997, 0.52648)  -0.24
C (0.23792, -3.21194, 1.46901)  -0.22
C (2.08922, 2.31527, -2.18643)  -0.23
C (3.45412, 1.14265, 0.06461)  -0.21
C (3.18144, -0.32104, -2.38224)  -0.22
C (-1.39889, -3.18434, -1.78444)  -0.25
C (1.28210, -3.43600, -2.41863)  -0.26
C (-0.27659, -1.62642, -3.85101)  -0.25
H (-4.12448, 1.30906, 2.61105)  0.07
H (-3.44129, -0.82425, 1.59722)  0.03
H (1.09583, -1.34510, 3.53908)  0.06
H (2.46558, -0.47445, 2.85870)  0.04
H (2.60145, -2.20467, 3.16376)  0.07
H (3.64706, -1.78749, 0.37141)  0.04
H (2.71511, -3.07703, -0.41552)  0.02
H (3.24056, -3.26335, 1.27939)  0.08
H (-0.66939, -2.84514, 1.97668)  0.04
H (0.74643, -3.94013, 2.12453)  0.08
H (-0.05579, -3.70737, 0.53053)  0.03
H (3.02304, 2.58920, -2.66271)  0.08
H (1.77303, 3.11913, -1.52761)  0.05
H (1.32584, 2.16327, -2.94882)  0.06
H (4.37197, 1.55390, -0.36688)  0.08
H (3.71771, 0.23745, 0.62838)  0.04
H (3.05210, 1.88307, 0.76738)  0.04
H (4.05873, 0.19766, -2.77384)  0.08
H (2.55131, -0.60584, -3.22903)  0.05
H (3.51375, -1.22153, -1.85702)  0.04
H (-2.12888, -2.99623, -2.58151)  0.06
H (-1.85457, -2.94438, -0.81421)  0.04
H (-1.09664, -4.24533, -1.78976)  0.07
H (1.00056, -4.02863, -3.30391)  0.08
H (1.36298, -4.13850, -1.58258)  0.05
H (2.27926, -3.03137, -2.61120)  0.04
H (-1.37069, -1.56676, -3.98678)  0.06
H (0.15840, -2.41183, -4.50144)  0.07
H (0.16918, -0.64830, -4.06746)  0.04
C (-3.47948, 1.29213, -1.61826)  -0.58
C (-3.71915, 1.90877, -2.86391)  -0.08
C (-4.96373, 1.80366, -3.45130)  -0.03
C (-6.01646, 1.19598, -2.77876)  -0.02
C (-5.81374, 0.76320, -1.48118)  -0.03
C (-4.55645, 0.82591, -0.86893)  -0.06
S (-1.84526, 0.98969, -1.25933)  0.91
H (-1.51294, 0.93377, 0.21267)  -0.02
H (-2.89211, 2.39553, -3.37234)  0.12
H (-5.14567, 2.22699, -4.43353)  0.13
H (-7.00631, 1.11304, -3.25567)  0.14
H (-6.67504, 0.39060, -0.92460)  0.13
H (-4.44719, 0.49462, 0.16316)  0.09
C (2.42553, 3.50892, 4.56019)  0.00
C (1.60341, 2.85619, 3.47649)  -0.20
C (0.89661, 1.66753, 3.69083)  0.01
C (0.12476, 1.12061, 2.67981)  -0.14
N (0.21287, 1.56573, 1.39512)  -0.09
C (0.72362, 2.81600, 1.21269)  -0.12
C (1.47201, 3.43277, 2.20300)  0.01
H (2.30701, 2.98706, 5.51152)  0.09
H (3.49510, 3.50261, 4.31727)  0.11
H (2.14279, 4.55891, 4.72280)  0.11
H (0.94260, 1.14232, 4.64318)  0.14
H (-0.60583, 0.31605, 2.86629)  0.09
H (0.51846, 3.30303, 0.24622)  0.12
H (1.96666, 4.37602, 1.95587)  0.15

***

[5]
# C41H46MnP2

A structure of composition C41H46MnP2 (the ωB97M-V functional and the def2-TZVPD basis, the OMol25 dataset).

Kohn-Sham gap (spin up / spin down) = 5.09 / 5.81 eV
relative energy (zero: lowest compared OMol25 entry of this formula, charge and spin) = 0.00 kcal per mole
strongest force on any atom = 4.01 eV/A
total charge = 0
multiplicity = 6
HOMO (spin up / spin down) = -4.553 / -5.795 eV

Last column: Löwdin charge in e.
Element x y z (Å)
Mn (-0.32371, -2.05245, 0.48197)  0.57
C (0.46743, -3.39773, 1.73802)  -0.23
C (1.07688, -3.42412, 0.40478)  -0.29
C (0.49139, -4.29715, -0.66911)  -0.20
C (-1.08129, -4.23561, -0.85636)  -0.17
C (-1.76376, -2.97473, -0.35427)  -0.29
C (-2.09358, -2.77916, 1.05630)  -0.25
C (-1.99254, -3.85830, 2.10665)  -0.22
C (-0.57692, -4.40875, 2.22202)  -0.20
C (-1.43306, 3.26968, -0.02288)  -0.14
H (1.10060, -3.04139, 2.55760)  0.07
H (2.11054, -3.07254, 0.21919)  0.08
H (0.78872, -5.34218, -0.46907)  0.10
H (0.94891, -4.04123, -1.64812)  0.10
H (-1.29802, -4.30783, -1.93863)  0.10
H (-1.54515, -5.11819, -0.37509)  0.10
H (-2.34026, -2.38935, -1.08617)  0.08
H (-2.94699, -2.12280, 1.23416)  0.06
H (-2.71206, -4.66610, 1.91824)  0.10
H (-2.32861, -3.45675, 3.07639)  0.10
H (-0.42571, -4.65308, 3.28089)  0.10
H (-0.48059, -5.37729, 1.70942)  0.10
H (-1.16980, 4.08844, 0.66260)  0.05
H (-2.49023, 2.99536, 0.21562)  0.07
H (-1.45935, 3.70837, -1.04853)  0.08
P (1.68645, 0.29449, -0.31784)  1.10
P (-1.73953, 0.81653, -0.74858)  1.03
C (0.53673, -0.82926, -1.15402)  -0.36
C (-0.81314, -0.47966, -1.43619)  -0.37
C (3.15927, -0.03133, -1.43781)  -0.27
C (3.63333, -1.16133, -2.16728)  -0.06
C (4.93527, -1.12048, -2.71612)  -0.08
C (5.74405, 0.00443, -2.56047)  -0.09
C (5.20992, 1.15743, -1.98109)  -0.07
C (3.90442, 1.14625, -1.49238)  -0.13
C (2.06035, -0.57270, 1.22572)  -0.32
C (1.28735, -0.16500, 2.31661)  -0.11
C (1.51002, -0.70605, 3.58154)  -0.09
C (2.56603, -1.59020, 3.78993)  -0.09
C (3.43870, -1.90555, 2.72650)  -0.07
C (3.22029, -1.37879, 1.45506)  -0.07
C (-2.61996, 1.53148, -2.18490)  -0.29
C (-1.83506, 1.83026, -3.32296)  -0.08
C (-2.43921, 2.41939, -4.43578)  -0.07
C (-3.82714, 2.62318, -4.44877)  -0.08
C (-4.60189, 2.25358, -3.34806)  -0.07
C (-4.00512, 1.70809, -2.21160)  -0.07
C (-3.06142, 0.34749, 0.46507)  -0.29
C (-2.89739, 0.87353, 1.75022)  -0.09
C (-3.83923, 0.58516, 2.74244)  -0.07
C (-4.90362, -0.27676, 2.46882)  -0.07
C (-5.10140, -0.74187, 1.15746)  -0.08
C (-4.21159, -0.42077, 0.13571)  -0.11
H (1.03043, -1.38635, -1.97732)  0.07
H (-1.24023, -0.75949, -2.41293)  0.09
H (3.01580, -2.05349, -2.34848)  0.10
H (5.32771, -1.98222, -3.25502)  0.10
H (6.78081, 0.00826, -2.89046)  0.10
H (5.78025, 2.07399, -1.87414)  0.11
H (3.40930, 2.05535, -1.11895)  0.05
H (0.51821, 0.61705, 2.18125)  0.10
H (0.81416, -0.39134, 4.37520)  0.12
H (2.73650, -1.99788, 4.79127)  0.11
H (4.28425, -2.57336, 2.93417)  0.11
H (3.96618, -1.53551, 0.68299)  0.10
H (-0.76191, 1.60049, -3.34309)  0.12
H (-1.82237, 2.73890, -5.27451)  0.10
H (-4.29549, 3.08468, -5.31886)  0.10
H (-5.67631, 2.41078, -3.36051)  0.10
H (-4.60310, 1.41651, -1.35200)  0.09
H (-2.07449, 1.55524, 1.97401)  0.10
H (-3.74206, 1.05975, 3.72361)  0.11
H (-5.58944, -0.56066, 3.28944)  0.11
H (-5.96937, -1.35762, 0.93734)  0.11
H (-4.41374, -0.76708, -0.88578)  0.12
C (1.16263, 4.42708, 1.50642)  -0.08
C (1.66961, 3.32569, 0.50776)  -0.51
C (1.78930, 4.06965, -0.82123)  -0.07
C (3.05447, 3.13715, 1.13552)  -0.09
C (0.82907, 1.96974, 0.14467)  -0.23
C (-0.53905, 2.02728, -0.01600)  -0.39
H (1.90307, 5.25716, 1.49438)  0.09
H (1.15117, 4.15016, 2.56515)  0.08
H (0.23482, 4.94407, 1.27604)  0.05
H (2.52167, 4.89094, -0.76227)  0.09
H (2.10946, 3.38780, -1.60069)  0.06
H (0.81294, 4.47938, -1.09436)  0.08
H (3.01545, 2.92008, 2.21138)  0.09
H (3.68591, 2.41042, 0.64597)  0.05
H (3.60506, 4.09074, 1.06319)  0.09

***

Question: Look up the strongest force on any atom of the second one.
Answer: 2.01 eV/A